{
  "formula": "C6H15F8K2N4O20PS8",
  "method": "the ωB97M-V functional and the def2-TZVPD basis",
  "gap_ev": 7.2,
  "charge": -2,
  "e_tot_ev": -203738.812,
  "species": ["K", "K", "N", "S", "O", "O", "F", "S", "O", "O", "F", "N", "S", "O", "O", "F", "S", "O", "O", "F", "N", "S", "O", "O", "F", "S", "O", "O", "F", "N", "S", "O", "O", "F", "S", "O", "O", "F", "C", "C", "O", "P", "O", "O", "C", "C", "O", "C", "C", "H", "H", "H", "H", "H", "H", "H", "H", "H", "H", "H", "H", "H", "H", "H"],
  "xyz": [[3.604, -1.263, 3.180], [0.994, -1.073, 0.873], [-3.823, -3.450, 1.426], [-3.051, -2.577, 0.190], [-3.855, -1.966, -0.870], [-1.780, -3.130, -0.188], [-2.609, -1.271, 1.074], [-4.896, -4.021, 0.561], [-4.464, -5.019, -0.460], [-6.067, -3.188, 0.297], [-5.410, -5.001, 1.766], [-1.576, 3.053, 3.240], [-1.631, 2.245, 1.753], [-2.942, 1.983, 1.148], [-0.583, 1.249, 1.543], [-1.086, 3.510, 0.869], [-2.596, 2.203, 3.907], [-2.286, 0.767, 4.082], [-3.972, 2.584, 3.748], [-2.347, 2.733, 5.406], [3.708, -0.713, 0.561], [4.301, 0.771, -0.056], [4.346, 0.961, -1.492], [5.276, 1.492, 0.784], [2.933, 1.596, 0.243], [4.577, -1.533, -0.402], [6.034, -1.438, -0.316], [3.854, -2.020, -1.581], [4.442, -2.964, 0.372], [1.058, -2.199, 3.411], [0.905, -3.907, 3.595], [-0.359, -4.505, 3.335], [1.745, -4.587, 4.551], [1.726, -4.200, 2.209], [0.336, -1.967, 4.767], [1.109, -2.175, 5.994], [-1.136, -2.148, 4.873], [0.512, -0.337, 4.633], [0.945, -1.558, -3.813], [1.363, -0.238, -4.239], [0.452, 0.807, -3.923], [0.382, 1.409, -2.430], [0.425, 0.458, -1.283], [1.528, 2.551, -2.369], [1.390, 3.646, -1.425], [2.664, 4.593, -1.367], [-0.955, 2.344, -2.500], [-2.171, 1.763, -2.141], [-3.176, 1.626, -3.263], [1.772, -2.207, -4.101], [0.816, -1.764, -2.750], [0.023, -1.844, -4.320], [2.346, 0.021, -3.845], [1.391, -0.297, -5.327], [0.589, 4.303, -1.763], [1.237, 3.256, -0.418], [2.734, 5.266, -2.221], [2.650, 5.343, -0.577], [3.562, 3.992, -1.223], [-1.970, 0.780, -1.714], [-2.554, 2.359, -1.313], [-3.504, 2.585, -3.665], [-2.847, 1.130, -4.176], [-4.084, 1.180, -2.858]],
  "mulliken_charge": [0.857, 0.924, -0.179, 1.059, -0.574, -0.597, -0.098, 1.011, -0.625, -0.608, -0.334, -0.412, 1.005, -0.559, -0.190, -0.343, 0.968, -0.466, -0.637, -0.331, -0.024, 0.880, -0.504, -0.628, -0.188, 0.925, -0.600, -0.540, -0.358, -0.078, 1.016, -0.517, -0.602, -0.281, 0.955, -0.651, -0.497, -0.324, -1.068, -0.083, -0.391, -0.154, 0.827, -0.369, 0.140, -1.407, -0.388, 0.216, -1.525, 0.398, 0.160, 0.321, 0.221, 0.286, 0.390, 0.105, 0.383, 0.396, 0.251, 0.105, 0.250, 0.362, 0.325, 0.396]
}

***

{
  "formula": "C6H15INNaO2",
  "method": "the ωB97M-V functional and the def2-TZVPD basis",
  "gap_ev": [10.1, 5.9],
  "multiplicity": 2,
  "charge": 1,
  "s_squared": 0.753,
  "e_tot_ev": -24560.955,
  "species": ["Na", "I", "C", "O", "C", "C", "N", "C", "C", "O", "C", "H", "H", "H", "H", "H", "H", "H", "H", "H", "H", "H", "H", "H", "H", "H"],
  "xyz": [[-1.418, 0.314, -0.152], [-3.488, 0.897, 1.930], [-0.239, 3.575, 0.617], [0.029, 2.348, -0.043], [1.346, 2.201, -0.609], [1.389, 0.785, -1.228], [1.003, -0.208, -0.233], [0.819, -1.518, -0.955], [0.096, -2.557, -0.062], [-1.220, -2.041, 0.185], [-1.895, -2.925, 1.098], [0.333, 4.424, 0.240], [0.104, 3.498, 1.649], [-1.325, 3.613, 0.540], [2.115, 2.351, 0.149], [1.666, 2.995, -1.283], [2.260, 0.540, -1.836], [0.605, 0.872, -1.980], [1.556, -0.119, 0.607], [1.756, -1.954, -1.302], [0.155, -1.330, -1.799], [0.652, -2.699, 0.864], [0.037, -3.529, -0.553], [-2.905, -2.637, 1.390], [-1.426, -2.969, 2.081], [-2.007, -3.927, 0.684]],
  "mulliken_charge": [0.837, 0.122, -0.767, -0.219, -0.814, -0.685, -0.253, -0.715, -0.627, -0.260, -0.891, 0.321, 0.301, 0.221, 0.440, 0.477, 0.408, 0.343, 0.191, 0.395, 0.355, 0.404, 0.442, 0.281, 0.366, 0.328]
}

***

{
  "formula": "C6H15ISi",
  "method": "the ωB97M-V functional and the def2-TZVPD basis",
  "de_lowest_ev": 4.234,
  "gap_ev": [3.9, 3.9],
  "charge": 0,
  "e_tot_ev": -22440.426,
  "species": ["C", "C", "C", "C", "C", "C", "Si", "I", "H", "H", "H", "H", "H", "H", "H", "H", "H", "H", "H", "H", "H", "H", "H"],
  "xyz": [[0.295, -0.638, -2.505], [1.180, -1.832, 1.368], [-1.547, 2.497, 0.242], [0.751, 0.015, -1.169], [-0.217, -1.344, 1.620], [-1.908, 1.125, 0.837], [-0.572, -0.153, 0.213], [4.334, 0.626, -0.406], [-0.650, -0.285, -2.870], [0.949, -0.461, -3.278], [0.173, -1.657, -2.550], [1.198, -2.647, 0.625], [1.953, -1.111, 1.198], [1.475, -2.236, 2.326], [-1.325, 2.607, -0.774], [-2.300, 3.204, 0.374], [-0.744, 3.009, 0.675], [0.968, 1.006, -1.288], [1.701, -0.515, -0.885], [-0.332, -0.882, 2.580], [-0.770, -2.218, 1.419], [-2.796, 0.823, 0.352], [-1.815, 1.068, 1.894]],
  "mulliken_charge": [-1.560, -1.250, -1.470, -0.184, -0.500, -0.504, 0.503, -0.778, 0.405, 0.425, 0.448, 0.345, 0.326, 0.376, 0.409, 0.408, 0.489, 0.532, 0.028, 0.479, 0.329, 0.374, 0.370]
}

***

{
  "formula": "C6H15N",
  "method": "the ωB97M-V functional and the def2-TZVPD basis",
  "de_lowest_ev": 1.103,
  "gap_ev": 9.5,
  "charge": 0,
  "smiles": "CCCCN(C)C",
  "e_tot_ev": -7954.663,
  "species": ["C", "C", "C", "C", "N", "C", "C", "H", "H", "H", "H", "H", "H", "H", "H", "H", "H", "H", "H", "H", "H", "H"],
  "xyz": [[-0.753, -0.834, -0.577], [-1.773, -1.599, 0.312], [-1.462, -1.603, 1.803], [-0.208, 0.457, 0.033], [0.837, 1.055, -0.777], [1.123, 2.394, -0.294], [2.037, 0.208, -0.843], [-1.342, -0.529, -1.437], [0.092, -1.402, -0.951], [-2.712, -1.095, 0.103], [-1.802, -2.642, -0.019], [-2.316, -1.932, 2.404], [-0.659, -2.313, 2.017], [-1.205, -0.612, 2.179], [-1.030, 1.157, 0.194], [0.220, 0.247, 1.030], [0.317, 3.046, -0.605], [1.971, 2.790, -0.855], [1.329, 2.440, 0.780], [2.117, -0.435, 0.041], [2.884, 0.851, -1.037], [1.953, -0.445, -1.708]],
  "mulliken_charge": [-0.645, -0.332, -1.176, -0.757, -0.056, -1.065, -0.960, 0.252, 0.338, 0.322, 0.286, 0.356, 0.279, 0.326, 0.406, 0.402, 0.341, 0.409, 0.336, 0.279, 0.400, 0.258]
}

***

{
  "formula": "C6H15N",
  "method": "the ωB97M-V functional and the def2-TZVPD basis",
  "de_lowest_ev": 2.019,
  "gap_ev": 9.2,
  "charge": 0,
  "smiles": "CCN[C@@H](C)CC",
  "e_tot_ev": -7953.748,
  "species": ["C", "C", "N", "C", "C", "C", "C", "H", "H", "H", "H", "H", "H", "H", "H", "H", "H", "H", "H", "H", "H", "H"],
  "xyz": [[0.493, -2.712, 1.619], [0.977, -1.769, 0.374], [-0.111, -1.096, -0.311], [0.137, 2.804, 0.060], [0.090, 1.285, 0.404], [0.011, 0.309, -0.783], [-1.212, 0.597, -1.655], [-0.564, -2.480, 1.802], [1.217, -2.605, 2.421], [0.454, -3.707, 1.216], [1.631, -2.279, -0.340], [1.550, -0.995, 0.859], [-1.086, -1.338, -0.201], [0.979, 3.303, 0.547], [-0.142, 2.995, -1.013], [-0.835, 3.296, 0.355], [-0.836, 1.052, 0.961], [1.016, 0.990, 0.898], [0.958, 0.228, -1.344], [-1.555, -0.152, -2.488], [-2.029, 0.865, -0.995], [-1.144, 1.411, -2.385]],
  "mulliken_charge": [-1.078, -0.267, -0.286, -1.052, -0.341, 0.034, -1.365, 0.309, 0.320, 0.310, 0.323, 0.139, 0.266, 0.335, 0.243, 0.264, 0.264, 0.268, 0.257, 0.325, 0.349, 0.384]
}

***

{
  "formula": "C6H15N",
  "method": "the ωB97M-V functional and the def2-TZVPD basis",
  "de_lowest_ev": 3.255,
  "gap_ev": 9.5,
  "charge": 0,
  "smiles": "CCN(C)C(C)C",
  "e_tot_ev": -7952.512,
  "species": ["C", "C", "N", "C", "C", "C", "C", "H", "H", "H", "H", "H", "H", "H", "H", "H", "H", "H", "H", "H", "H", "H"],
  "xyz": [[0.029, -1.536, 2.178], [0.849, -0.615, 1.185], [-0.157, 0.195, 0.446], [0.182, 1.645, 0.703], [-1.490, -0.226, -1.535], [-0.095, -0.219, -0.946], [0.718, 0.729, -1.994], [-0.606, -1.023, 2.991], [-0.549, -2.406, 1.730], [0.800, -2.224, 2.709], [1.509, 0.089, 1.669], [1.474, -1.253, 0.554], [0.529, 2.196, -0.118], [-0.897, 2.041, 1.173], [0.815, 1.665, 1.648], [-2.345, 0.012, -0.757], [-1.662, 0.439, -2.512], [-1.830, -1.163, -1.925], [0.318, -1.229, -0.939], [0.036, 1.682, -2.225], [1.717, 0.877, -1.636], [0.636, 0.264, -3.031]],
  "mulliken_charge": [-1.045, -0.700, 0.055, -1.007, -1.344, 0.623, -1.729, 0.248, 0.243, 0.347, 0.453, 0.412, 0.356, 0.226, 0.377, 0.303, 0.270, 0.314, 0.369, 0.409, 0.413, 0.407]
}

***

{
  "formula": "C6H15N2",
  "method": "the ωB97M-V functional and the def2-TZVPD basis",
  "de_lowest_ev": 5.325,
  "gap_ev": 8.4,
  "charge": 1,
  "e_tot_ev": -9434.646,
  "species": ["C", "C", "C", "C", "C", "C", "N", "N", "H", "H", "H", "H", "H", "H", "H", "H", "H", "H", "H", "H", "H", "H", "H"],
  "xyz": [[0.246, 0.472, 2.427], [-0.490, 1.658, 1.834], [-0.266, -1.905, -0.557], [-1.641, 0.024, -1.027], [0.814, 0.084, -1.732], [-0.290, -0.508, -1.006], [0.333, 0.910, 1.071], [2.113, -0.101, -1.107], [1.049, 0.579, 3.150], [-0.519, -0.327, 2.662], [-1.569, 1.569, 1.765], [-0.081, 2.565, 2.250], [-0.081, -1.766, 0.602], [-1.151, -2.386, -0.494], [0.673, -2.430, -1.021], [-1.676, 0.914, -1.677], [-2.382, -0.718, -1.404], [-1.911, 0.124, 0.088], [0.424, 1.058, -2.142], [0.934, -0.589, -2.617], [2.839, -0.368, -1.874], [2.725, 0.523, -0.580], [1.153, 1.362, 0.653]],
  "mulliken_charge": [-0.391, -0.575, -1.206, -1.218, -0.866, 1.330, -0.131, -0.511, 0.302, 0.233, 0.229, 0.281, 0.259, 0.482, 0.343, 0.388, 0.412, 0.236, 0.326, 0.436, 0.266, 0.217, 0.158]
}

***

{
  "formula": "C6H15N2OS",
  "method": "the ωB97M-V functional and the def2-TZVPD basis",
  "de_lowest_ev": 2.801,
  "gap_ev": 7.1,
  "charge": 1,
  "e_tot_ev": -22317.697,
  "species": ["C", "C", "C", "C", "C", "C", "N", "N", "O", "S", "H", "H", "H", "H", "H", "H", "H", "H", "H", "H", "H", "H", "H", "H", "H"],
  "xyz": [[1.287, -0.463, -2.496], [0.140, -1.133, -1.720], [2.266, -0.558, -0.166], [-0.177, 1.077, 2.203], [-1.662, -0.645, 0.785], [-1.340, 0.782, 1.172], [-1.991, -1.499, 1.701], [2.069, 0.273, -1.436], [-1.093, 1.604, 0.025], [0.655, -1.247, 0.013], [1.882, -1.114, -3.010], [0.869, 0.323, -3.164], [-0.675, -0.481, -1.560], [-0.018, -2.128, -2.052], [2.913, -1.346, -0.635], [0.813, 0.949, 1.669], [-0.114, 2.201, 2.254], [-0.223, 0.539, 3.078], [-1.886, -0.905, -0.246], [-2.227, 1.217, 1.688], [-1.696, -1.103, 2.642], [-2.356, -2.390, 1.474], [2.865, 0.575, -1.878], [1.608, 1.042, -1.018], [-1.923, 1.877, -0.343]],
  "mulliken_charge": [-0.763, -0.459, -0.792, -1.124, -0.402, -0.001, -0.230, -0.151, -0.538, 0.066, 0.422, 0.367, 0.249, 0.441, 0.366, 0.261, 0.327, 0.445, 0.551, 0.487, 0.279, 0.288, 0.280, 0.299, 0.332]
}

***

no.,largest force on an atom (eV Å⁻¹)
1,9.85
2,2.10
3,4.27
4,1.15
5,3.13
6,6.18
7,6.47
8,5.17